Entry 1:
{
  "formula": "C13H9F2NO2",
  "method": "ωB97M-V/def2-TZVPD",
  "de_lowest_ev": 3.5196,
  "orbital_gap_ev": 5.586,
  "total_charge": 0,
  "molar_mass_g_mol": 249.2,
  "symbols": ["N", "O", "O", "F", "C", "C", "C", "C", "C", "C", "C", "C", "C", "F", "C", "C", "C", "C", "H", "H", "H", "H", "H", "H", "H", "H", "H"],
  "positions_angstrom": [[0.529386, 2.253206, -0.931862], [-0.564828, 2.816080, -0.856639], [1.639612, 2.786567, -0.931952], [4.063380, -0.342172, 3.471021], [3.129124, -0.405445, 2.469166], [3.551639, -0.771836, 1.189824], [2.604998, -0.793266, 0.180151], [1.251330, -0.393726, 0.397893], [0.414386, -0.322603, -0.747781], [-0.999396, -0.348132, -0.859636], [-1.524151, -0.490915, -2.179372], [-2.872986, -0.357355, -2.456023], [-3.735863, -0.102286, -1.388485], [-5.067055, 0.082807, -1.656164], [-3.293923, -0.002238, -0.070625], [-1.941395, -0.193478, 0.195373], [0.886194, -0.029636, 1.721073], [1.811849, -0.060178, 2.759821], [4.583318, -1.059428, 1.002016], [2.877546, -1.111327, -0.827529], [0.943191, -0.427661, -1.699403], [-0.812838, -0.698885, -2.980248], [-3.250599, -0.465560, -3.469874], [-4.002706, 0.183712, 0.734364], [-1.608535, -0.218513, 1.225551], [-0.123576, 0.304243, 1.929152], [1.511896, 0.168014, 3.780201]],
  "forces_ev_per_a": [[0.045, -0.621, 0.162], [1.548, -0.458, -0.106], [-1.629, -0.350, 0.022], [-0.890, -0.179, -0.852], [0.605, 0.169, 0.237], [-0.294, -0.126, 0.338], [-0.676, 0.346, -0.049], [1.332, -0.054, 1.138], [0.050, 1.238, -0.490], [-1.470, -0.201, -0.439], [0.243, 0.300, 0.502], [-0.037, -0.200, 0.288], [-0.467, 0.386, -0.235], [1.212, -0.227, 0.290], [0.150, -0.401, -0.169], [0.157, 0.180, -0.505], [0.307, -0.265, -0.256], [-0.058, -0.156, -0.303], [-0.211, 0.120, 0.132], [0.077, 0.168, 0.297], [-0.165, -0.103, 0.304], [-0.281, 0.178, 0.103], [-0.017, 0.078, 0.267], [0.137, -0.089, -0.252], [-0.269, 0.124, -0.262], [0.415, 0.049, 0.084], [0.186, 0.096, -0.244]]
}

Entry 2:
{
  "formula": "CH2FOS2",
  "method": "ωB97M-V/def2-TZVPD",
  "de_lowest_ev": 0.0000,
  "orbital_gap_ev": 7.256,
  "total_charge": -1,
  "molar_mass_g_mol": 113.2,
  "symbols": ["C", "O", "F", "S", "S", "H", "H"],
  "positions_angstrom": [[-0.631964, -0.150247, 0.358197], [0.676429, -0.271692, -1.760601], [-1.365869, -1.279217, 0.382279], [1.882147, 1.361478, 0.241733], [1.144438, -0.352829, -0.364795], [-1.189617, 0.654416, -0.252442], [-0.515562, 0.038090, 1.395629]],
  "forces_ev_per_a": [[0.968, 1.623, -0.146], [0.465, -0.448, -2.105], [-1.010, -1.922, -0.875], [0.435, 0.685, 0.484], [-2.364, -0.005, 0.780], [1.263, -1.092, 0.858], [0.242, 1.159, 1.004]]
}

Entry 3:
{
  "formula": "C4H8O3P2",
  "method": "ωB97M-V/def2-TZVPD",
  "smiles": "C=COP(=O)(P)OC=C",
  "de_lowest_ev": 0.0000,
  "orbital_gap_ev": 9.564,
  "total_charge": 0,
  "molar_mass_g_mol": 166.1,
  "symbols": ["C", "C", "O", "P", "O", "P", "O", "C", "C", "H", "H", "H", "H", "H", "H", "H", "H"],
  "positions_angstrom": [[3.204479, -0.534624, 0.054395], [2.267870, 0.161605, 0.664525], [0.979394, 0.172088, 0.172368], [-0.024869, 1.317665, 0.662063], [0.558796, 2.259519, 1.599889], [-0.936147, 2.107582, -1.148300], [-1.465981, 0.357687, 1.573541], [-2.031495, -0.699048, 0.986234], [-1.747542, -1.234772, -0.189382], [4.209496, -0.546960, 0.426304], [2.981875, -1.109628, -0.826687], [2.424821, 0.774855, 1.545128], [-2.084537, 1.332301, -1.021070], [-1.462829, 3.158195, -0.403540], [-2.820906, -1.092229, 1.620705], [-2.284743, -2.092845, -0.547685], [-0.950796, -0.860349, -0.812936]],
  "forces_ev_per_a": [[-0.263, -0.036, -0.065], [0.765, 0.017, 0.320], [-0.769, 0.201, -0.055], [-2.677, -2.113, 1.404], [-0.020, 0.417, 0.263], [0.481, 0.002, -0.293], [3.178, 2.214, -1.386], [-0.316, -0.187, 0.092], [0.119, -0.134, -0.354], [0.206, 0.060, 0.195], [-0.058, -0.120, -0.188], [-0.035, -0.102, -0.096], [-0.336, -0.328, 0.033], [-0.145, 0.408, 0.259], [-0.039, -0.079, -0.065], [-0.166, -0.145, 0.013], [0.072, -0.076, -0.077]]
}

Entry 4:
{
  "formula": "C22H19N2O2S3SbSn",
  "method": "ωB97M-V/def2-TZVPD",
  "de_lowest_ev": 0.3535,
  "multiplicity": 2,
  "orbital_gap_ev": [7.260, 4.876],
  "total_charge": -1,
  "molar_mass_g_mol": 680.1,
  "symbols": ["Sn", "S", "Sb", "S", "S", "C", "C", "C", "C", "C", "C", "C", "C", "N", "H", "H", "H", "H", "H", "H", "C", "C", "O", "O", "H", "H", "H", "C", "C", "C", "C", "C", "C", "N", "C", "C", "C", "C", "C", "C", "H", "H", "H", "H", "H", "H", "H", "H", "H", "H"],
  "positions_angstrom": [[-0.772731, -1.552746, 1.508444], [1.521410, -3.362157, 4.420645], [-0.853377, -3.578664, 4.207812], [-1.152820, -4.048181, 1.915313], [-1.506579, -1.301518, 3.858923], [1.396294, -1.709352, 1.244597], [1.779930, -1.509908, -0.171327], [1.592883, -2.529106, -1.110432], [1.907465, -2.335545, -2.440417], [2.422220, -1.108742, -2.861869], [2.617974, -0.083147, -1.937072], [2.300342, -0.287848, -0.607834], [2.749096, -0.905491, -4.241306], [3.011478, -0.744346, -5.350153], [1.814126, -0.937824, 1.891742], [1.698268, -2.692064, 1.607686], [1.166615, -3.472412, -0.791652], [1.748709, -3.126657, -3.161242], [3.010748, 0.870277, -2.265411], [2.437595, 0.513627, 0.106766], [-3.688584, -1.959189, -1.377715], [-2.520298, -1.863373, -0.445192], [-1.408806, -2.358618, -0.703062], [-2.680446, -1.219014, 0.651300], [-3.389861, -2.421678, -2.313688], [-4.078173, -0.957464, -1.555356], [-4.473780, -2.547927, -0.902603], [-2.548623, 2.170069, -2.391466], [-1.736424, 1.054283, -2.521576], [-1.050832, 0.545630, -1.427350], [-1.174334, 1.123425, -0.163682], [-1.986645, 2.259381, -0.049423], [-2.659610, 2.772248, -1.140988], [-0.508226, 0.587352, 0.949284], [0.326687, 1.479195, 1.617453], [0.682460, 1.321959, 2.963943], [1.587054, 2.174606, 3.578794], [2.167486, 3.230191, 2.894272], [1.828657, 3.404368, 1.556183], [0.945087, 2.548009, 0.929995], [-3.076948, 2.572425, -3.246225], [-1.612002, 0.578823, -3.487650], [-0.392048, -0.303055, -1.561667], [-2.090755, 2.729191, 0.921335], [-3.285946, 3.647439, -1.013992], [0.249374, 0.522292, 3.545155], [1.828118, 2.005534, 4.621933], [2.866278, 3.896536, 3.383093], [2.273541, 4.210295, 0.983369], [0.717958, 2.698873, -0.117689]],
  "forces_ev_per_a": [[0.328, 0.718, -0.045], [-0.048, -0.038, 0.028], [0.025, -0.002, 0.108], [-0.035, -0.216, -0.193], [0.042, 0.136, 0.006], [0.003, -0.227, 0.190], [0.004, 0.055, -0.054], [0.020, 0.017, -0.041], [-0.003, 0.000, 0.035], [-0.007, 0.026, 0.105], [-0.013, -0.041, -0.012], [-0.047, -0.062, 0.001], [0.016, 0.027, -0.128], [0.010, -0.002, -0.012], [-0.013, -0.005, -0.021], [-0.086, -0.024, 0.003], [-0.001, 0.010, 0.023], [0.004, 0.005, -0.010], [0.002, -0.002, -0.011], [0.010, 0.000, 0.002], [0.008, -0.033, -0.002], [-0.081, 0.244, 0.074], [0.177, -0.113, -0.006], [-0.259, -0.344, 0.006], [-0.002, -0.008, -0.006], [0.016, 0.010, -0.001], [0.008, -0.001, 0.006], [0.027, -0.011, 0.057], [-0.046, 0.042, -0.086], [0.169, 0.015, -0.039], [-0.152, -0.019, -0.286], [-0.059, -0.092, 0.137], [-0.047, 0.038, -0.081], [-0.100, 0.050, 0.342], [0.257, -0.084, -0.179], [0.035, -0.099, 0.015], [-0.001, -0.005, 0.045], [0.002, 0.025, -0.059], [0.067, 0.024, 0.090], [-0.166, 0.033, -0.049], [-0.009, 0.001, -0.008], [-0.011, 0.004, -0.010], [-0.025, 0.002, 0.045], [0.021, -0.020, 0.015], [-0.007, 0.007, -0.012], [-0.056, -0.049, 0.012], [0.007, 0.004, 0.003], [0.001, 0.000, 0.004], [0.000, 0.006, 0.002], [0.015, -0.007, -0.002]]
}

Entry 5:
{
  "formula": "C24H26ClN3O3S",
  "method": "ωB97M-V/def2-TZVPD",
  "de_lowest_ev": 20.1357,
  "orbital_gap_ev": 7.445,
  "total_charge": 0,
  "molar_mass_g_mol": 472.0,
  "symbols": ["O", "C", "N", "H", "C", "C", "C", "N", "C", "C", "O", "C", "C", "H", "H", "H", "H", "H", "H", "H", "H", "H", "H", "H", "H", "H", "H", "C", "N", "C", "O", "C", "C", "C", "C", "C", "C", "C", "C", "H", "H", "H", "Cl", "H", "H", "S", "C", "C", "C", "C", "C", "C", "H", "H", "H", "H", "H", "H"],
  "positions_angstrom": [[-1.034220, -2.094663, 2.213078], [-0.010201, -1.317657, 2.239554], [-0.140064, 0.102438, 2.383014], [0.591457, 0.556118, 2.345067], [-1.558982, 0.493884, 2.245378], [-1.813265, 1.452784, 1.202795], [-1.772584, 0.627784, -0.007330], [-2.931901, 0.233544, -0.830505], [-3.630448, -0.759562, 0.012280], [-4.592528, -1.520018, -0.769132], [-5.631882, -0.345697, -1.231793], [-5.038416, 0.559382, -2.099134], [-3.853454, 1.010171, -1.277985], [-3.348230, 2.023319, -1.747259], [-4.390894, 1.693498, -0.457935], [-5.789291, 1.119094, -2.191705], [-4.413537, -0.141145, -2.828524], [-5.234324, -2.257766, -0.098024], [-4.029086, -1.870784, -1.665698], [-2.877484, -1.467790, 0.577836], [-4.135564, -0.338291, 0.884640], [-1.400331, 1.512190, -0.791872], [-0.994080, 0.031504, -0.000654], [-2.775639, 2.114311, 1.387653], [-0.970622, 2.463358, 0.912230], [-1.579264, 1.322069, 3.282075], [-2.330292, -0.297603, 2.446482], [1.340122, -1.608564, 2.204554], [1.889667, -1.591151, 1.072444], [2.579387, -0.375003, 0.834367], [2.366795, 0.689517, 1.504937], [3.447060, -0.202885, -0.497311], [3.904810, 1.043810, -0.849196], [3.299014, 2.195161, -0.606429], [1.918463, 2.501544, -0.639550], [1.526518, 4.059289, -0.422971], [2.373245, 4.912802, -0.355730], [3.704393, 4.675399, 0.151881], [4.175370, 3.426068, -0.318358], [5.140253, 3.322381, -0.201037], [4.467490, 5.388389, 0.257794], [1.818705, 5.974180, 0.202183], [-0.305854, 4.141177, -0.586251], [1.215456, 1.623081, -0.831936], [4.601207, 1.056634, -1.635830], [4.517001, -1.686848, -0.899779], [3.111055, -2.888514, -0.814598], [3.191823, -4.010269, -1.683691], [2.047147, -4.680594, -1.832002], [0.807725, -4.516818, -0.833246], [0.933407, -3.460127, -0.061103], [1.988509, -2.558193, -0.025761], [0.241810, -3.310282, 0.533208], [0.178273, -5.358855, -0.796932], [2.166422, -5.685897, -2.281819], [3.949105, -3.883514, -2.170798], [1.315742, -2.897054, 2.401002], [1.774998, -1.199348, 3.047401]],
  "forces_ev_per_a": [[3.795, 2.204, -0.212], [-7.656, 2.791, 1.007], [-11.962, -11.074, -0.766], [8.745, 6.562, -0.594], [1.488, 4.652, 7.794], [-0.757, 4.577, -1.485], [-2.824, 8.507, -7.206], [3.454, -7.598, 4.510], [2.244, -1.939, 2.356], [-3.261, 1.203, -0.338], [0.031, -4.991, 1.804], [9.444, -8.341, 1.658], [-3.422, 12.888, -1.393], [-0.657, -2.363, 0.116], [0.540, -1.362, -0.415], [-5.060, 5.589, -2.419], [-2.115, 1.828, -0.495], [1.376, 1.432, -1.966], [-1.153, -0.353, 0.373], [-1.005, 0.987, -1.574], [-0.255, 0.736, -0.114], [-0.222, -2.171, 1.205], [3.205, -3.922, -0.113], [1.620, -1.763, -0.513], [-2.136, -3.478, 1.979], [-0.635, -2.588, -2.143], [1.427, 0.692, -0.478], [-2.332, -10.126, 6.920], [8.297, 4.486, -10.813], [-0.993, 3.255, -1.296], [1.051, -4.156, -1.109], [1.607, -0.563, 2.228], [-0.050, -7.213, -1.021], [-3.519, 9.797, 1.766], [1.349, 1.470, 0.247], [-8.228, -13.711, -2.980], [4.537, 12.125, 6.493], [-0.180, -3.956, -4.702], [-5.885, 0.303, 1.358], [5.066, -1.180, 0.345], [0.395, 1.246, 0.624], [1.740, -2.518, -2.435], [1.802, 0.869, 0.075], [0.545, 1.830, 0.296], [1.399, -0.064, -0.726], [-2.466, 0.534, 0.656], [0.187, 2.755, 1.242], [-8.629, 2.730, 6.273], [-3.090, -3.750, 2.590], [6.041, -1.273, -5.066], [4.210, -0.219, -3.468], [1.205, -1.337, 0.654], [-6.688, 1.572, 5.990], [-1.191, -0.279, 0.108], [-0.729, 0.805, -0.486], [8.461, -0.413, -6.080], [0.091, 3.159, 0.463], [1.747, 1.116, 1.275]]
}

Entry 6:
{
  "formula": "CHN4",
  "method": "ωB97M-V/def2-TZVPD",
  "de_lowest_ev": 2.6036,
  "orbital_gap_ev": 7.168,
  "total_charge": -1,
  "molar_mass_g_mol": 69.0,
  "symbols": ["C", "N", "N", "N", "N", "H"],
  "positions_angstrom": [[0.430806, -0.128315, -0.418676], [1.868710, 3.260291, -2.130616], [-0.011137, -0.894427, -1.153560], [1.354855, 3.380363, -1.103851], [0.936024, 3.449056, -0.037985], [1.241360, 0.520327, -0.037852]],
  "forces_ev_per_a": [[1.878, 0.246, -0.753], [0.453, 0.009, -1.895], [-0.571, 0.085, 0.572], [1.115, -0.455, -0.763], [-1.516, 0.227, 2.722], [-1.358, -0.112, 0.116]]
}